(1)
Here is a single C4H8NO3P molecule from OMol25. Energies are from ωB97M-V/def2-TZVPD.

```
! wB97M-V def2-TZVPD RIJCOSX def2/J DEFGRID3
* xyz 0 1
P -1.633 -1.772 -0.097
O -1.126 -0.912 1.172
O 1.744 -1.518 -0.569
O 3.225 -0.526 0.579
N -0.230 0.825 -0.071
C -1.051 0.476 1.023
C 1.248 0.756 0.242
C 2.139 -0.499 0.115
C -0.812 0.245 -1.267
H 1.751 1.630 -0.201
H 0.970 -1.421 -1.104
H -2.005 0.947 0.767
H -1.829 0.584 -1.564
H -0.644 0.871 2.004
H -0.212 0.177 -2.102
H -2.923 -1.074 -0.207
H 1.388 1.211 1.278
*
```

## Properties
HOMO level   -8.6 eV
Energy   -778.9712 Ha
LUMO energy   0.263 eV
Relative energy (zero: lowest compared OMol25 entry of this formula, charge and spin)   54.5 kcal/mol

Results of the natural (NBO) charge analysis, in e, for atoms 1 through 2: 0.680 -0.803

(2)
Here is an isolated ion of composition C4H8NOS and charge -1 from OMol25. Energies are from ωB97M-V/def2-TZVPD.

```
! wB97M-V def2-TZVPD RIJCOSX def2/J DEFGRID3
* xyz -1 1
S -2.397 1.118 0.551
O 1.353 -1.928 0.743
N 1.452 0.317 0.068
C 0.915 1.434 -0.748
C 0.859 -0.924 0.243
C -1.565 -0.443 0.827
C -0.545 -0.926 -0.192
H -0.194 1.405 -0.750
H -1.348 -0.551 1.970
H -2.463 -1.248 0.814
H 2.449 0.293 0.321
H 1.326 2.340 -0.380
H -0.797 -1.881 -0.577
H 1.249 1.318 -1.804
H -0.293 -0.322 -1.085
*
```

## Properties
SMILES   CNC(=O)CC[S-]
HOMO level   -2.4 eV
Energy   -685.3998 Ha
LUMO energy   3.732 eV
Relative energy (zero: lowest compared OMol25 entry of this formula, charge and spin)   35.3 kcal/mol

Results of the natural (NBO) charge analysis, in e, for atoms 1 through 2: -0.681 -0.660

(3)
Here is an isolated ion of composition C4H8NOS and charge -1 from OMol25. Energies are from ωB97M-V/def2-TZVPD.

```
! wB97M-V def2-TZVPD RIJCOSX def2/J DEFGRID3
* xyz -1 1
S 1.441 2.264 1.520
O -0.978 -0.995 -3.059
N 0.036 -0.807 -0.989
C 0.511 -0.050 0.256
C -0.130 -0.726 1.520
C 0.357 1.477 0.270
C -0.946 -0.530 -1.855
H 0.082 -1.787 1.436
H 0.651 -1.444 -1.461
H -1.565 0.240 -1.444
H -0.680 1.721 0.557
H 1.594 -0.194 0.237
H -1.204 -0.924 1.522
H 0.564 1.829 -0.765
H 0.269 -0.075 2.255
*
```

## Properties
SMILES   C[C@H](C[S-])NC=O
HOMO level   -2.9 eV
Energy   -685.4141 Ha
LUMO energy   3.774 eV
Relative energy (zero: lowest compared OMol25 entry of this formula, charge and spin)   26.3 kcal/mol

Results of the natural (NBO) charge analysis, in e, for atoms 1 through 2: -0.687 -0.700

(4)
Here is a 2-piece molecular cluster, C4H8NOS overall from OMol25. Energies are from ωB97M-V/def2-TZVPD.

```
! wB97M-V def2-TZVPD RIJCOSX def2/J DEFGRID3
* xyz 1 1
S -0.294 0.185 -2.289
O 0.411 1.280 0.337
N -1.534 -0.596 -0.200
C 1.457 3.137 1.595
C 0.041 -2.229 -0.940
C -0.640 -0.934 -1.117
C 0.876 2.139 0.976
H -1.755 -1.234 0.499
H -1.948 0.380 -0.037
H 0.529 -0.571 -3.062
H 1.088 -2.050 -0.713
H 1.768 3.081 2.674
H -0.397 -2.836 -0.220
H 0.052 -2.902 -1.922
H 1.731 4.119 1.195
*
```

## Properties
HOMO level   -12.6 eV
Energy   -685.0954 Ha
LUMO energy   -4.418 eV
Relative energy (zero: lowest compared OMol25 entry of this formula, charge and spin)   19.6 kcal/mol

Results of the natural (NBO) charge analysis, in e, for atoms 1 through 2: 0.289 -0.550

(5)
Here is an isolated ion of composition C4H8NOS and charge +1 from OMol25. Energies are from ωB97M-V/def2-TZVPD.

```
! wB97M-V def2-TZVPD RIJCOSX def2/J DEFGRID3
* xyz 1 1
S 0.564 -1.194 2.268
O -1.110 1.161 -0.658
N 1.638 1.356 -1.144
C -0.679 -0.664 1.202
C -1.059 -1.247 -0.062
C -0.373 0.070 -0.338
C 1.022 0.298 -0.706
H 0.439 -0.183 3.182
H 1.246 2.334 -1.369
H 1.575 -0.517 -0.620
H -1.669 0.913 -1.386
H -2.168 -1.378 -0.357
H -1.395 0.043 1.612
H 2.600 1.194 -1.325
H -0.633 -2.186 -0.298
*
```

## Properties
SMILES   [NH2+]=C[C@@]1(O)C[C@H]1S
HOMO level   -12.8 eV
Energy   -685.0699 Ha
LUMO energy   -4.579 eV
Relative energy (zero: lowest compared OMol25 entry of this formula, charge and spin)   35.6 kcal/mol

Results of the natural (NBO) charge analysis, in e, for atoms 1 through 2: 0.109 -0.680

(6)
Here is an isolated ion of composition C4H8NOS and charge +1 from OMol25. Energies are from ωB97M-V/def2-TZVPD.

```
! wB97M-V def2-TZVPD RIJCOSX def2/J DEFGRID3
* xyz 1 1
S -2.837 0.169 0.042
O 1.804 1.011 0.256
N -0.140 -0.004 -0.313
C 0.475 1.375 -0.122
C 0.938 -0.969 -0.177
C 1.987 -0.330 0.268
C -1.252 -0.414 0.680
H -2.592 -0.395 -1.152
H 2.934 -0.738 0.623
H 0.421 2.022 -1.128
H -0.814 -0.086 1.694
H -0.648 -0.048 -1.247
H 0.027 1.869 0.760
H 0.808 -1.932 -0.659
H -1.112 -1.530 0.473
*
```

## Properties
SMILES   SC[N@@H+]1C=COC1
HOMO level   -14.2 eV
Energy   -685.0518 Ha
LUMO energy   -3.573 eV
Relative energy (zero: lowest compared OMol25 entry of this formula, charge and spin)   47.0 kcal/mol

Results of the natural (NBO) charge analysis, in e, for atoms 1 through 2: 0.100 -0.458

(7)
Here is a 2-piece molecular cluster, C4H8NS overall from OMol25. Energies are from ωB97M-V/def2-TZVPD.

```
! wB97M-V def2-TZVPD RIJCOSX def2/J DEFGRID3
* xyz -1 1
S 0.993 0.176 1.025
N -1.554 0.472 -0.916
C -1.523 -0.923 -0.801
C 2.147 0.646 2.340
C -1.345 -1.723 -1.856
C -0.518 1.059 -1.353
H 3.181 0.714 1.977
H -1.364 -2.805 -1.789
H 0.400 0.533 -1.609
H -0.628 2.116 -1.605
H 2.127 -0.094 3.152
H -1.505 -1.292 0.219
H 1.905 1.637 2.736
H -1.148 -1.316 -2.844
*
```

## Properties
HOMO level   -2.3 eV
Energy   -610.1129 Ha
LUMO energy   4.162 eV
Relative energy (zero: lowest compared OMol25 entry of this formula, charge and spin)   2.7 kcal/mol

Results of the natural (NBO) charge analysis, in e, for atoms 1 through 2: -0.716 -0.456

(8)
Here is C4H8NS as an isolated structure from OMol25. Energies are from ωB97M-V/def2-TZVPD.

```
! wB97M-V def2-TZVPD RIJCOSX def2/J DEFGRID3
* xyz 1 1
S 0.794 -0.705 2.680
N 0.555 -0.416 -0.313
C -0.438 -0.982 -1.270
C 0.438 -0.118 1.076
C 0.762 0.952 0.169
C -0.579 1.464 0.661
H -1.614 -0.759 -1.128
H 1.526 1.559 -0.222
H -1.377 1.162 0.123
H 1.468 -0.926 -0.617
H -0.170 -2.128 -1.302
H -0.614 2.175 1.527
H -0.416 -1.254 2.902
H -0.219 -0.564 -2.206
*
```

## Properties
HOMO level   -13.7 eV
Energy   -609.7282 Ha
LUMO energy   -3.494 eV
Relative energy (zero: lowest compared OMol25 entry of this formula, charge and spin)   88.9 kcal/mol

Results of the natural (NBO) charge analysis, in e, for atoms 1 through 2: 0.169 -0.381

(9)
Here is C4H8NS as an isolated structure from OMol25. Energies are from ωB97M-V/def2-TZVPD.

```
! wB97M-V def2-TZVPD RIJCOSX def2/J DEFGRID3
* xyz 1 1
S -0.453 -1.033 -0.538
N 2.316 0.198 0.431
C -1.581 -0.609 0.708
C -1.328 0.127 -1.304
C 3.331 -0.411 0.192
C -2.252 0.509 -0.229
H 4.311 -0.099 0.259
H -3.196 0.433 -0.604
H -1.033 0.886 -1.979
H -2.154 1.633 -0.097
H -1.140 -0.047 1.527
H 3.195 -1.380 -0.441
H 2.369 1.111 1.068
H -2.385 -1.317 1.007
*
```

## Properties
HOMO level   -13.3 eV
Energy   -609.7513 Ha
LUMO energy   -6.011 eV
Relative energy (zero: lowest compared OMol25 entry of this formula, charge and spin)   74.4 kcal/mol

Results of the natural (NBO) charge analysis, in e, for atoms 1 through 2: 0.792 -0.661

(10)
Here is an isolated ion of composition C4H8NS and charge +1 from OMol25. Energies are from ωB97M-V/def2-TZVPD.

```
! wB97M-V def2-TZVPD RIJCOSX def2/J DEFGRID3
* xyz 1 1
S -2.181 1.009 -0.883
N 0.748 1.201 0.469
C -2.105 -0.769 -0.287
C -0.607 -0.733 0.336
C -0.550 0.777 0.492
C 1.646 0.515 1.033
H 2.633 0.981 0.922
H 0.104 -1.158 -0.314
H -2.770 -0.864 0.579
H -0.714 -1.238 1.278
H -2.201 -1.548 -0.958
H 0.860 2.162 0.251
H 1.336 -0.517 1.368
H -1.066 0.972 1.442
*
```

## Properties
SMILES   C=[NH+][C@@H]1CCS1
HOMO level   -13.2 eV
Energy   -609.7824 Ha
LUMO energy   -5.693 eV
Relative energy (zero: lowest compared OMol25 entry of this formula, charge and spin)   54.9 kcal/mol

Results of the natural (NBO) charge analysis, in e, for atoms 1 through 2: 0.215 -0.407

(11)
Here is an isolated ion of composition C4H8NS and charge +1 from OMol25. Energies are from ωB97M-V/def2-TZVPD.

```
! wB97M-V def2-TZVPD RIJCOSX def2/J DEFGRID3
* xyz 1 1
S 1.876 0.178 -0.938
N -0.878 0.535 -1.045
C 0.363 1.266 -1.034
C -0.861 -0.669 -0.141
C 1.531 -0.230 0.658
C 0.134 -0.523 1.059
H -1.513 1.143 -0.694
H -1.020 0.339 -1.989
H 2.452 -0.281 1.324
H -0.289 0.213 1.735
H 0.422 1.920 -0.015
H -0.361 -1.584 -0.636
H -1.897 -0.816 0.298
H 0.041 -1.492 1.418
*
```

## Properties
HOMO level (alpha / beta)   -12.7 / -13.1 eV
Energy   -609.7391 Ha
LUMO energy (alpha / beta)   -5.750 / -5.518 eV
Relative energy (zero: lowest compared OMol25 entry of this formula, charge and spin)   82.1 kcal/mol

Results of the natural (NBO) charge analysis, in e, for atoms 1 through 2: 0.520 -0.530

(12)
Here is a 2-piece molecular cluster, C4H8O overall from OMol25. Energies are from ωB97M-V/def2-TZVPD.

```
! wB97M-V def2-TZVPD RIJCOSX def2/J DEFGRID3
* xyz -1 2
O -1.723 0.391 0.317
C -1.458 -1.999 0.837
C 1.724 0.807 -0.591
C -0.987 -0.585 0.750
C 2.381 1.594 -1.418
H 1.864 2.289 -2.077
H 0.640 0.799 -0.510
H -0.020 -0.409 1.248
H 3.465 1.622 -1.499
H 2.150 0.015 0.018
H -2.184 -2.224 0.048
H -1.994 -2.213 1.793
H -0.639 -2.727 0.757
*
```

## Properties
HOMO level (alpha / beta)   0.5 / -3.0 eV
Energy   -232.3561 Ha
LUMO energy (alpha / beta)   4.029 / 3.999 eV
Relative energy (zero: lowest compared OMol25 entry of this formula, charge and spin)   23.8 kcal/mol

Results of the natural (NBO) charge analysis, in e, for atoms 1 through 2: -0.814 -0.688